No. 1
Entry from OMol25: C32H56As4F24HfN8 as an isolated structure at a distorted geometry (ωB97M-V with the def2-TZVPD basis set).

For the calculated total energy, the calculation gives -13079.31643 Ha. The calculation puts the energy relative to the best compared isomer or geometry (same formula, charge and spin) at 651.6 kJ/mol. The value obtained for the gap between HOMO and LUMO is 9.9199 eV.

CARTESIAN COORDINATES (ANGSTROEM)
Hf (0.077, 0.245, 0.074)
As (-2.048, -2.839, -1.764)
F (-1.246, -2.443, -3.319)
F (-0.656, -3.942, -1.394)
F (-2.753, -3.250, -0.133)
F (-3.323, -1.621, -2.010)
F (-2.978, -4.160, -2.637)
F (-1.162, -1.473, -0.869)
As (3.263, -0.680, 2.629)
F (4.484, -1.255, 3.808)
F (2.392, 0.167, 3.877)
F (1.933, -0.407, 1.416)
F (4.089, -1.476, 1.288)
F (2.341, -2.109, 3.153)
F (4.210, 0.812, 2.283)
As (1.084, 3.609, -2.259)
F (-0.446, 3.297, -3.069)
F (0.477, 2.272, -1.135)
F (2.564, 3.738, -1.243)
F (1.694, 4.981, -3.287)
F (0.298, 4.804, -1.160)
F (2.084, 2.469, -3.207)
As (-2.239, 3.207, 1.772)
F (-3.169, 4.540, 2.538)
F (-2.916, 2.054, 2.971)
F (-1.220, 1.979, 0.956)
F (-1.837, 4.433, 0.510)
F (-0.818, 3.520, 2.826)
F (-3.657, 2.812, 0.773)
C (-1.547, -6.398, 3.636)
C (-0.788, -5.323, 2.838)
C (-1.227, -3.878, 3.010)
C (-0.685, -2.822, 2.166)
N (-0.309, -1.910, 1.519)
H (-0.966, -6.982, 4.349)
H (-1.891, -7.209, 2.994)
H (-2.375, -5.952, 4.187)
H (-0.914, -5.541, 1.778)
H (0.278, -5.447, 3.028)
H (-1.017, -3.710, 4.066)
H (-2.312, -3.937, 2.924)
C (-1.372, 0.362, -5.774)
C (0.101, 0.129, -6.195)
C (0.907, -0.682, -5.174)
C (0.721, -0.316, -3.783)
N (0.509, -0.061, -2.620)
H (-1.985, -0.488, -5.475)
H (-1.956, 0.901, -6.520)
H (-1.385, 0.874, -4.812)
H (0.706, 1.018, -6.372)
H (0.149, -0.348, -7.174)
H (1.990, -0.735, -5.279)
H (0.538, -1.703, -5.278)
C (2.565, -6.533, -2.514)
C (2.507, -5.021, -2.455)
C (2.802, -4.396, -1.080)
C (2.206, -3.039, -0.868)
N (1.701, -1.987, -0.696)
H (2.295, -6.886, -3.509)
H (1.886, -6.993, -1.797)
H (3.587, -6.853, -2.310)
H (1.476, -4.707, -2.619)
H (3.026, -4.624, -3.327)
H (3.880, -4.312, -0.948)
H (2.481, -5.101, -0.314)
C (4.579, 4.461, 1.473)
C (3.399, 5.199, 2.080)
C (2.214, 4.365, 2.624)
C (1.686, 3.204, 1.876)
N (1.324, 2.247, 1.333)
H (4.539, 4.203, 0.415)
H (4.693, 3.523, 2.015)
H (5.459, 5.101, 1.536)
H (3.171, 6.036, 1.419)
H (3.793, 5.696, 2.966)
H (1.401, 5.071, 2.790)
H (2.475, 4.025, 3.626)
C (6.101, -0.864, -1.544)
C (6.189, 0.737, -1.486)
C (4.905, 1.418, -1.990)
C (3.682, 1.029, -1.280)
N (2.740, 0.745, -0.754)
H (6.959, -1.288, -1.022)
H (6.124, -1.228, -2.571)
H (5.220, -1.252, -1.032)
H (7.014, 1.065, -2.118)
H (6.338, 0.926, -0.423)
H (4.659, 1.059, -2.990)
H (4.957, 2.506, -2.029)
C (-6.462, -0.223, -0.099)
C (-5.959, 0.380, 1.264)
C (-4.910, -0.247, 2.135)
C (-3.573, -0.254, 1.535)
N (-2.503, -0.284, 1.064)
H (-7.328, 0.315, -0.483)
H (-6.770, -1.260, 0.031)
H (-5.683, -0.157, -0.859)
H (-6.834, 0.368, 1.914)
H (-5.698, 1.416, 1.047)
H (-5.148, -1.282, 2.379)
H (-4.935, 0.360, 3.040)
C (-4.724, 1.234, -4.208)
C (-4.753, 2.292, -3.094)
C (-3.430, 2.828, -2.725)
C (-2.570, 1.839, -2.101)
N (-1.832, 1.087, -1.566)
H (-5.720, 1.242, -4.651)
H (-4.285, 0.272, -3.945)
H (-4.043, 1.579, -4.986)
H (-5.406, 1.995, -2.273)
H (-5.242, 3.166, -3.523)
H (-3.536, 3.638, -2.005)
H (-2.833, 3.397, -3.438)
C (0.537, 1.796, 6.575)
C (-0.854, 1.829, 6.004)
C (-1.222, 0.618, 5.200)
C (-0.682, 0.581, 3.843)
N (-0.243, 0.589, 2.756)
H (0.476, 1.242, 7.512)
H (0.928, 2.713, 7.016)
H (1.272, 1.302, 5.940)
H (-0.789, 2.705, 5.358)
H (-1.632, 1.998, 6.748)
H (-2.286, 0.592, 4.967)
H (-1.046, -0.323, 5.721)

No. 2
Entry from OMol25: one molecule with the formula C23H22N2 at a distorted geometry (ωB97M-V with the def2-TZVPD basis set).

For the calculated total energy, the calculation gives -998.48407 Ha. Its SMILES is CN1/C(=C\C=N/c2ccc3ccccc3c2)C(C)(C)c2ccccc21. The calculation puts the energy relative to the best compared isomer or geometry (same formula, charge and spin) at 1563.4 kJ/mol. The value obtained for the gap between HOMO and LUMO is 6.8427 eV.

CARTESIAN COORDINATES (ANGSTROEM)
C (2.381, 2.460, 1.660)
N (2.455, 1.291, 0.797)
C (1.459, 0.479, 0.149)
C (0.246, 0.913, 0.041)
C (-0.416, 2.314, 0.218)
N (-1.616, 2.342, 0.324)
C (-2.526, 1.340, 0.330)
C (-3.529, 1.365, -0.966)
C (-4.518, 0.390, -1.029)
C (-5.622, 0.488, -1.935)
C (-6.496, -0.698, -2.030)
C (-6.478, -1.615, -1.180)
C (-5.668, -1.435, -0.148)
C (-4.640, -0.777, 0.008)
C (-3.602, -0.681, 0.886)
C (-2.585, 0.198, 1.199)
H (-1.936, 0.302, 1.928)
H (-3.633, -1.512, 1.820)
H (-5.757, -2.535, 0.523)
H (-7.365, -2.375, -1.032)
H (-7.269, -0.417, -2.841)
H (-5.448, 1.121, -2.513)
H (-3.525, 2.031, -1.541)
H (0.214, 2.911, 0.648)
H (-0.283, 0.005, -0.632)
C (2.105, -0.780, -0.300)
C (3.618, -0.431, 0.128)
C (4.683, -1.598, -0.214)
C (6.030, -1.051, 0.424)
C (6.099, 0.183, 0.995)
C (5.079, 0.936, 1.059)
C (3.866, 0.685, 0.609)
H (5.208, 1.936, 1.622)
H (7.147, 0.593, 1.261)
H (6.842, -1.640, 0.165)
H (4.536, -2.610, -0.651)
C (1.986, -0.870, -1.953)
H (2.441, -1.927, -1.881)
H (2.459, -0.119, -2.305)
H (1.048, -1.103, -1.966)
C (1.460, -1.923, 0.636)
H (2.150, -3.009, 0.378)
H (1.796, -1.801, 1.598)
H (0.533, -1.881, 0.340)
H (2.588, 3.346, 0.882)
H (3.087, 2.614, 2.307)
H (1.396, 2.545, 2.180)

No. 3
Entry from OMol25: C17H27BN5S5Ta as an isolated structure at a distorted geometry (ωB97M-V with the def2-TZVPD basis set).

For the calculated total energy, the calculation gives -3009.02680 Ha. As for the net charge: +4. The calculation puts the energy relative to the best compared isomer or geometry (same formula, charge and spin) at 228.5 kJ/mol. The value obtained for the gap between HOMO and LUMO is 6.1229 eV.

CARTESIAN COORDINATES (ANGSTROEM)
Ta (-0.479, 0.184, -0.056)
C (1.309, -0.808, 3.291)
C (1.888, -1.804, 2.329)
S (2.248, -1.105, 0.669)
C (2.448, -2.670, -0.245)
C (1.200, -3.269, -0.880)
S (-0.247, -2.913, 0.153)
C (-1.754, -3.319, -0.774)
C (-2.942, -3.057, 0.129)
S (-2.867, -1.490, 1.061)
C (-2.188, -2.103, 2.646)
C (-1.638, -1.012, 3.517)
S (-0.272, -0.016, 2.853)
H (1.982, 0.042, 3.420)
H (1.174, -1.277, 4.269)
H (1.269, -2.690, 2.216)
H (2.861, -2.113, 2.722)
H (2.915, -3.356, 0.463)
H (3.178, -2.462, -1.028)
H (1.310, -4.353, -0.945)
H (1.036, -2.876, -1.872)
H (-1.735, -4.377, -1.044)
H (-1.794, -2.717, -1.680)
H (-3.077, -3.844, 0.872)
H (-3.847, -3.007, -0.477)
H (-1.462, -2.884, 2.436)
H (-3.039, -2.549, 3.172)
H (-1.296, -1.441, 4.461)
H (-2.401, -0.268, 3.753)
B (-0.372, 2.189, -2.261)
N (-1.805, 2.214, -1.742)
C (-2.860, 2.949, -2.065)
C (-3.975, 2.483, -1.341)
C (-3.499, 1.449, -0.579)
N (-2.162, 1.291, -0.837)
N (-0.189, 0.891, -3.011)
C (-0.036, 0.644, -4.307)
C (-0.002, -0.743, -4.494)
C (-0.127, -1.272, -3.233)
N (-0.241, -0.263, -2.322)
H (-0.140, 3.135, -2.935)
H (0.415, 2.122, -1.256)
H (-2.797, 3.750, -2.788)
H (-4.984, 2.861, -1.384)
H (-4.027, 0.821, 0.119)
H (0.046, 1.438, -5.035)
H (0.099, -1.275, -5.425)
H (-0.159, -2.310, -2.964)
S (0.233, 4.664, 1.922)
C (-1.295, 4.019, 2.343)
C (-1.451, 2.778, 1.829)
N (-0.356, 2.346, 1.106)
C (0.603, 3.257, 1.075)
H (-1.997, 4.578, 2.943)
H (-2.320, 2.148, 1.941)
H (1.543, 3.121, 0.560)

No. 4
Entry from OMol25: a 4-piece molecular cluster, C24H45N4O2 overall at a distorted geometry (ωB97M-V with the def2-TZVPD basis set).

For the calculated total energy, the calculation gives -1310.86194 Ha. Its multiplicity is 2. The calculation puts the energy relative to the best compared isomer or geometry (same formula, charge and spin) at 24.9 kJ/mol. The value obtained for the gap between HOMO and LUMO (spin up / spin down) is 8.1339 / 9.5315 eV.

CARTESIAN COORDINATES (ANGSTROEM)
C (-4.085, 0.853, -0.156)
O (-3.871, -0.010, -1.248)
C (-2.521, -0.019, -1.678)
C (-2.320, -1.126, -2.704)
C (-2.820, -2.512, -2.262)
C (-1.794, -3.332, -1.445)
C (-2.290, -3.939, -0.111)
C (-1.307, -3.856, 1.061)
C (-0.922, -2.420, 1.483)
C (0.588, -2.182, 1.500)
C (1.064, -0.842, 2.099)
C (0.250, 0.348, 1.622)
C (0.647, 1.672, 2.327)
C (0.551, 2.878, 1.367)
C (-0.305, 1.911, 3.504)
N (2.042, 1.510, 2.863)
O (2.137, 1.304, 4.121)
C (3.068, 0.803, 2.032)
C (4.372, 0.716, 2.837)
C (3.317, 1.598, 0.733)
C (2.523, -0.616, 1.714)
H (-3.616, 1.837, -0.311)
H (-3.684, 0.417, 0.773)
H (-5.163, 0.990, -0.048)
H (-1.854, -0.162, -0.812)
H (-2.271, 0.945, -2.124)
H (-2.808, -0.834, -3.642)
H (-1.244, -1.176, -2.909)
H (-3.091, -3.069, -3.166)
H (-3.742, -2.397, -1.685)
H (-1.444, -4.158, -2.076)
H (-0.908, -2.711, -1.253)
H (-3.238, -3.466, 0.187)
H (-2.522, -5.000, -0.273)
H (-0.403, -4.433, 0.817)
H (-1.760, -4.366, 1.922)
H (-1.402, -1.707, 0.801)
H (-1.331, -2.209, 2.480)
H (0.970, -2.292, 0.475)
H (1.050, -2.992, 2.084)
H (0.977, -0.932, 3.194)
H (-0.822, 0.211, 1.809)
H (0.384, 0.429, 0.529)
H (1.518, 3.203, 0.996)
H (-0.081, 2.635, 0.503)
H (0.097, 3.736, 1.878)
H (-0.390, 1.027, 4.140)
H (-1.295, 2.139, 3.089)
H (0.023, 2.761, 4.105)
H (4.271, 0.024, 3.680)
H (5.166, 0.354, 2.182)
H (4.635, 1.705, 3.221)
H (3.289, 2.675, 0.931)
H (4.323, 1.372, 0.357)
H (2.590, 1.369, -0.050)
H (3.157, -1.369, 2.199)
H (2.594, -0.792, 0.634)
C (8.373, 1.389, 4.265)
C (8.048, 1.122, 2.870)
N (7.766, 0.908, 1.771)
H (8.922, 2.325, 4.343)
H (7.455, 1.464, 4.846)
H (8.984, 0.582, 4.664)
C (-1.437, 1.734, -5.892)
C (-0.872, 1.889, -4.560)
N (-0.437, 1.949, -3.500)
H (-1.690, 2.709, -6.306)
H (-0.727, 1.240, -6.551)
H (-2.338, 1.127, -5.836)
C (-5.668, 1.002, -5.357)
C (-4.862, 0.538, -6.479)
N (-4.207, 0.163, -7.359)
H (-6.354, 1.778, -5.691)
H (-6.238, 0.172, -4.945)
H (-5.022, 1.405, -4.577)